Record 1
ORCA calculation (wB97M-V/def2-TZVPD) on 8 unconnected molecules or ions with the total composition C32H77BN7O15 at a distorted geometry.

```
! RIJCOSX wB97M-V def2-TZVPD def2/J DEFGRID3
* xyz 0 2
N 1.983 -2.558 -3.642
H -1.937 0.669 7.146
C -2.866 -2.464 0.945
H -4.611 0.816 -3.340
H -1.191 6.512 -1.058
C -2.974 -0.925 6.287
C -4.442 -1.521 -4.930
O -0.830 0.922 3.029
H 6.437 -2.135 -5.909
H -4.521 -2.557 -0.466
H -0.710 6.791 1.879
H -3.948 -0.610 -5.266
H -1.296 -2.866 -4.428
H 5.210 -0.786 -2.381
C 0.059 2.768 1.759
C -2.735 -0.901 1.050
O 6.498 -3.235 -1.858
H -4.228 1.643 0.953
C 4.101 2.500 1.903
C -2.272 6.496 0.929
O -0.266 1.376 -1.075
H 2.747 -3.874 -5.081
N -2.948 -2.895 -6.328
N 4.307 -1.666 -0.860
H -2.704 -0.351 1.991
C 7.746 -3.886 -2.095
H -3.009 -2.967 -1.206
C 2.501 -2.815 -4.994
H 3.537 -0.998 -5.207
H -3.838 -1.178 5.672
C 1.842 0.407 -1.711
C 6.106 -1.846 -4.911
H 4.255 -1.701 0.148
C -5.299 6.987 0.714
C -5.340 0.013 -3.226
H 8.349 -3.781 -1.193
H 2.937 -1.257 1.456
N -2.488 1.365 5.380
H -2.654 7.495 0.722
C 5.453 0.372 -0.556
H -4.219 2.231 6.838
H -3.602 -4.167 -0.200
H -3.411 -2.542 2.904
O 2.034 0.955 -0.505
H -4.562 -3.177 1.866
N -3.577 -3.060 2.053
C -3.582 -3.081 -0.287
H 4.559 -1.832 3.791
O -4.767 -1.296 -3.517
H 2.092 -2.763 2.978
C -1.100 6.240 -0.006
H 3.792 3.052 2.790
O -0.153 0.029 -2.976
C -3.397 5.475 0.809
H 1.779 -1.569 -3.631
H 2.514 -1.774 4.434
H -1.430 5.505 2.438
C -3.837 1.090 0.098
O 4.862 -2.356 -4.407
C 1.280 -2.625 -5.892
H 0.614 -3.460 -6.110
H 6.258 0.901 -1.066
H -5.330 -1.768 -5.513
H 8.234 -3.592 -3.023
H -3.758 -3.473 -4.521
H -0.298 6.962 0.143
H -2.237 -3.612 -6.275
C -4.019 1.242 7.251
H -1.742 -1.302 -4.832
H 6.210 -0.810 -4.588
H -4.835 0.536 7.098
C 2.193 -1.760 3.393
N 4.420 -1.768 2.792
H -5.670 -0.047 -2.189
H 7.036 -1.957 -0.238
H 5.813 0.228 0.463
H -6.164 0.280 -3.887
C -0.314 1.338 2.056
O -3.860 -0.352 0.298
H -3.712 -3.128 -6.945
B 0.678 1.412 0.020
H 1.228 -1.278 3.235
H -6.305 6.753 1.063
O -3.118 -1.551 7.545
C 5.401 -0.935 -1.318
O 2.720 0.026 -2.479
H -3.493 5.340 -0.269
O -4.691 5.911 1.366
H 4.962 -0.942 2.584
H -2.105 -1.239 5.709
H 6.871 -2.338 -4.309
H -3.704 1.500 8.262
H -2.993 4.547 1.212
H -2.593 2.336 5.636
C -2.127 -2.173 -4.301
H 3.249 2.536 1.224
H -2.849 1.402 -0.239
H -5.264 6.928 -0.374
H 4.126 -1.929 -6.416
H -2.223 -1.832 -3.270
C 6.643 -1.911 -1.254
C 3.856 -2.029 -5.365
H -4.824 -2.730 7.534
H 1.775 -2.621 -6.863
H -5.121 7.934 1.224
H 4.513 0.923 -0.541
C -3.740 -2.830 7.591
H -1.863 -2.888 0.895
N -1.617 6.463 2.178
H -0.772 5.214 0.159
H 7.469 -1.374 -1.721
C -3.377 -2.582 -5.022
H 2.376 0.972 2.892
H 3.527 -1.085 -1.131
O -0.292 3.780 2.375
H -1.860 -0.608 0.470
H 1.046 -2.929 -3.573
H 0.870 -1.641 -5.664
C 3.339 0.466 2.954
O 0.175 0.591 1.153
H -4.524 1.301 -0.721
H -1.548 1.067 5.164
C 0.379 0.593 -2.022
C -2.839 0.584 6.539
H 3.720 0.516 3.974
H -3.521 -3.325 8.537
H 4.991 2.983 1.499
H 7.665 -4.965 -2.228
H -3.418 -3.313 6.668
O 4.330 1.125 2.187
C 3.180 -1.062 2.500
O 0.613 2.754 0.602
*
```

Summary:
* maximum force: 0.09019 Eh/bohr
* expectation value of S²: 0.75
* LUMO (alpha / beta): -0.69 / -4.93 eV
* Kohn-Sham gap (alpha / beta): 7.5039 / 3.2639 eV

Record 2
ORCA calculation (wB97M-V/def2-TZVPD) on 8 unconnected molecules or ions with the total composition C32H77FNO8S7.

```
! RIJCOSX wB97M-V def2-TZVPD def2/J DEFGRID3
* xyz -1 1
H 3.820 6.215 2.702
H 4.715 -1.125 -0.509
H -7.735 -3.882 -4.320
H 9.154 1.886 4.204
H 8.328 -2.489 -3.442
C -9.931 -2.819 0.212
H 1.379 0.015 3.014
H 9.359 0.492 1.123
H -9.550 -2.982 1.220
S 5.200 -0.717 1.792
H 3.230 -0.989 0.501
H 7.821 -0.461 -0.232
H -6.272 -2.243 -1.980
S 7.496 -0.408 -2.600
H 9.350 -0.705 -1.136
H -4.132 -3.438 -1.145
C -3.509 -2.914 -1.871
C 8.454 -1.442 -3.720
H -7.301 -7.363 -5.917
C 0.761 0.881 3.285
H -0.604 -0.225 1.320
O 6.119 -0.971 -2.595
C -2.018 1.290 0.828
H 4.130 0.463 0.049
S -9.806 -1.654 -4.593
H -3.526 -3.427 -2.834
H 5.422 3.824 2.719
O -8.640 -2.115 -3.781
C 2.977 4.678 1.443
C -7.308 -4.751 -4.825
H -6.364 -4.485 -5.302
H -2.487 -2.852 -1.502
H -13.426 -3.127 1.237
H -9.227 -3.221 -0.515
C 8.143 3.687 3.546
H 2.266 5.650 -0.339
C 5.203 -2.511 1.899
H -2.816 0.184 3.568
H 7.914 1.602 2.985
H -11.955 -2.927 2.221
S -4.115 -1.231 -2.072
C -0.676 0.621 0.623
O -8.518 -4.238 -7.132
C 0.563 1.543 0.753
H -11.353 -1.907 -2.827
H -0.196 2.519 -1.002
H 10.729 2.745 2.667
H 1.824 2.368 2.282
H -4.413 0.903 3.884
C 7.468 4.332 2.313
O -3.341 -0.629 -3.190
H 8.506 -0.525 2.698
H -10.233 0.381 -5.760
H 7.394 3.654 4.345
C 8.718 2.292 3.280
C -7.459 -6.630 -6.707
H 9.504 -1.154 -3.670
C 4.223 -0.590 0.303
H -11.849 -0.595 -3.940
H 4.180 -2.860 2.036
S -8.477 -5.286 -6.076
C -3.835 -0.018 3.903
H 7.432 3.594 1.496
H 5.630 -2.928 0.987
H 8.076 -1.280 -4.727
O 6.604 -0.325 1.438
H -2.621 1.137 -0.966
C 3.915 5.893 1.652
C 10.187 0.903 1.711
H -5.604 -2.283 -3.641
H -7.160 -5.561 -4.109
H 0.138 2.803 2.557
H 9.542 2.921 1.356
H 0.964 5.226 0.801
H 3.582 3.800 1.177
H -3.526 -2.791 4.150
H 5.807 -2.796 2.758
H 8.970 4.322 3.901
H 8.011 5.201 1.924
F -0.551 0.428 3.586
H -3.838 -0.442 4.907
O 10.494 0.033 2.795
H 5.955 5.305 3.536
H -2.484 -2.245 2.794
H 1.145 1.276 4.238
H -10.531 -0.329 -2.754
H 5.980 6.488 1.294
S -4.616 -1.167 2.768
H 2.485 4.436 2.394
C -9.362 -0.052 -5.268
H -9.009 0.597 -4.467
H -8.569 -0.207 -5.997
H -0.326 3.531 0.483
N -2.926 1.496 -0.057
C 1.598 3.602 -0.487
H 9.683 -1.864 2.460
C -12.401 -2.762 1.240
H -2.272 1.653 1.832
H -10.084 -1.757 0.026
H -6.258 -0.771 -2.972
S -11.485 -3.695 0.007
C 5.404 5.564 1.437
H 11.063 0.966 1.048
C 9.829 2.299 2.215
C -5.720 -1.685 -2.737
O -5.935 -1.546 3.355
C -11.012 -1.054 -3.413
H 3.633 6.723 0.996
C 8.289 -0.960 -1.092
H 1.466 3.928 -1.531
C 9.475 -0.935 3.006
C 0.798 1.964 2.220
H 2.445 2.906 -0.484
O -12.025 -3.295 -1.322
H 8.162 -2.040 -1.000
C 6.006 4.745 2.593
H -3.824 -3.382 2.494
H 5.520 4.947 0.530
H -12.383 -1.704 0.982
C 0.320 2.813 -0.074
C -3.493 -2.534 3.091
H 9.419 -1.157 4.080
H -0.692 0.177 -0.390
H -6.506 -6.229 -7.055
H -7.990 -7.092 -7.537
C 1.901 4.872 0.348
*
```

Summary:
* maximum force: 0.01689 Eh/bohr
* LUMO: 1.77 eV
* Kohn-Sham gap: 3.8006 eV

Record 3
ORCA calculation (wB97M-V/def2-TZVPD) on 19 unconnected molecules or ions with the total composition C32H80NO28P at a distorted geometry.

```
! RIJCOSX wB97M-V def2-TZVPD def2/J DEFGRID3
* xyz 0 1
H 12.464 0.421 0.848
H -6.017 -0.822 0.100
H -10.427 -2.785 1.865
H 5.758 2.846 1.815
C 3.992 2.742 0.151
H -10.751 -1.458 -0.955
O -10.749 -4.506 -1.408
H -3.994 3.942 -3.388
H -0.341 -1.308 5.289
O -12.442 -5.102 1.499
C -0.649 1.914 -0.707
C 9.196 1.889 -0.145
H -3.054 4.552 6.148
C 6.225 -1.442 -2.256
C 1.933 2.596 -1.757
H -13.773 -4.520 -4.194
H -2.159 -2.623 -0.112
H 4.111 0.796 -3.323
C 3.493 2.164 -1.337
C 4.458 1.220 -2.268
H -14.196 -6.549 1.115
H -0.718 1.435 4.700
H 0.730 3.218 6.480
H 10.564 -1.322 -0.218
O 13.421 0.311 0.951
O -10.144 -3.663 1.569
H -7.339 -3.829 -5.138
O 1.579 2.986 -2.996
C 7.220 -2.452 -1.416
C 0.375 3.041 2.361
H -2.035 5.230 7.595
H 10.650 -3.600 -2.056
H -6.473 1.903 -3.830
H -3.155 3.751 7.937
C -6.459 -2.318 -1.568
H 8.744 3.528 2.394
O -7.222 -3.187 -4.421
P -5.681 1.637 -1.154
H 7.211 -2.606 0.863
C 5.475 2.404 0.768
C 6.569 -3.056 -0.034
H -14.758 -7.498 2.171
H 8.458 2.627 -1.938
H 0.196 5.570 4.678
C -1.732 -0.320 3.639
H 5.209 -1.394 -1.645
H 6.667 -4.242 0.049
O 7.975 -5.512 -2.631
H -4.048 2.241 -4.241
H -4.692 3.797 -5.208
H 7.457 4.625 -3.504
O -14.765 -7.327 1.217
C 6.465 1.443 -0.158
H 1.194 2.566 4.439
C -0.211 4.448 4.670
H -6.828 3.754 -3.890
C 2.920 3.662 1.047
H 8.196 -1.871 -1.126
H 5.421 -2.816 0.109
H -10.543 -3.596 -1.148
H 10.242 4.373 -2.415
O 7.856 3.378 2.754
C -3.740 1.476 -1.124
H -0.963 1.508 -1.770
C -1.752 1.222 4.195
O -9.203 -7.234 -1.145
H 6.440 3.799 -4.289
C -1.151 2.394 2.134
H 13.588 0.565 1.871
C 7.926 1.062 0.479
H -9.443 -6.314 -0.954
H 3.144 -2.600 -0.913
H -5.900 -3.019 -0.779
O 9.161 2.848 -1.260
O -2.774 -1.189 4.278
C -6.690 -0.823 -0.858
O 4.692 1.406 -5.727
C -0.181 3.945 6.242
O -6.302 1.766 0.314
H -7.476 -2.860 -1.806
H 8.115 -0.086 0.210
H -3.081 0.043 0.555
H 8.745 -5.575 -2.046
H -1.829 -0.390 2.453
O 7.251 3.714 -3.765
H 7.877 1.083 1.671
H 3.316 -1.105 -0.653
H -5.826 -2.234 -2.577
H 7.582 -3.378 -2.077
H -9.733 -0.632 -0.171
C 0.884 3.552 3.842
C 1.348 3.093 1.014
H 8.353 -5.265 -3.489
H -12.065 -4.855 0.641
H -8.534 -7.444 -0.476
H 0.017 4.908 6.917
H 0.607 -0.202 4.065
H -1.280 4.493 4.197
O -13.209 -4.941 -3.528
C 0.849 2.539 -0.484
H -3.853 1.647 1.211
O 3.305 4.769 1.686
O -9.939 -1.542 -0.431
H -2.878 -2.043 3.729
H -0.820 -2.055 -0.576
H -7.166 -2.334 -4.877
H 4.452 2.325 -5.536
H -2.559 1.282 5.072
H 5.361 1.196 -5.058
O -1.700 -1.786 -0.273
C -0.280 -0.979 4.143
H 11.821 -4.328 -2.712
H -9.256 -3.513 1.209
H -13.646 -5.789 -3.354
C -2.444 4.237 7.124
O 10.402 5.188 -2.914
H 7.783 0.033 -2.116
H -3.310 2.419 -1.673
O 10.934 -4.478 -2.352
H 10.405 5.880 -2.236
C -6.068 2.946 -3.454
O -6.326 0.184 -1.870
O 10.413 1.627 0.400
O 10.387 -1.930 -0.951
H 5.946 -2.019 -3.263
H -3.483 0.539 -1.809
O 3.260 -1.958 -0.196
C -3.142 1.218 0.382
O -6.082 3.109 -1.992
N 6.823 -0.061 -2.515
H -11.560 -4.422 -1.932
H 11.269 -2.160 -1.282
H -7.841 -0.642 -0.612
C -4.607 3.289 -4.157
H -11.673 -5.165 2.084
H 1.883 4.201 3.800
H 0.010 -1.935 3.530
O -2.150 2.238 3.209
O -1.413 3.280 6.693
C -1.633 1.854 0.626
C 5.964 0.869 -1.634
H 7.573 4.256 3.050
*
```

Summary:
* maximum force: 0.16630 Eh/bohr
* LUMO: -1.66 eV
* Kohn-Sham gap: 6.9399 eV

- What is the maximum force in the third record?
  0.16630 Eh/bohr

- maximum force of number 3 (C32H80NO28P)?
  0.16630 Eh/bohr

- What is the maximum force in the second record?
  0.01689 Eh/bohr